Here is a cluster of 2 separate species, C4H10N2O3 in total from the Open Molecules 2025 dataset. Energies are from wB97M-V/def2-TZVPD.

Properties
LUMO energy = 0.754 eV
Maximum force = 2.0 eV Å⁻¹
HOMO level = -0.331 hartree
Gap between HOMO and LUMO = 9.76 eV
E = -493.60180 Ha
Relative energy (zero: lowest compared OMol25 entry of this formula, charge and spin) = 2.267 eV

Cartesian coordinates (Å):
C 0.24 2.13 0.31
C -0.64 1.32 0.93
O -1.41 1.83 1.95
N -0.71 -0.07 0.82
N -1.91 -0.55 0.22
H 0.26 3.20 0.46
H 0.90 1.74 -0.46
H -1.31 2.80 1.94
H -0.60 -0.44 1.76
H -2.70 -0.52 0.87
H -1.76 -1.47 -0.20
C 1.92 -1.52 -0.49
C 0.69 -1.34 -1.31
O -0.17 -2.18 -1.52
O 0.70 -0.13 -2.02
H 2.80 -1.19 -1.04
H 2.05 -2.58 -0.25
H 1.84 -0.95 0.44
H -0.19 -0.09 -2.42

***

Here is an isolated molecule of C5H4N2 from the Open Molecules 2025 dataset. Energies are from wB97M-V/def2-TZVPD.

Properties
LUMO energy (spin up / spin down) = -0.166 / -0.167 eV
Maximum force = 1.8 eV Å⁻¹
HOMO level (spin up / spin down) = -0.337 / -0.336 hartree
Gap between HOMO and LUMO (spin up / spin down) = 8.99 / 8.99 eV
E = -302.20948 Ha
Relative energy (zero: lowest compared OMol25 entry of this formula, charge and spin) = 5.954 eV

Cartesian coordinates (Å):
C -1.64 1.42 0.74
C -0.70 1.55 -0.07
C 0.48 0.83 -0.45
C 0.28 -0.30 -1.25
C 0.36 -1.37 -0.36
N 0.70 -0.96 0.87
N 0.93 0.33 0.76
H -1.38 0.32 0.99
H -0.07 -0.31 -2.28
H 0.13 -2.41 -0.54
H 0.91 0.90 1.59

***

Here is an isolated molecule of C3H3F3N2O2S from the Open Molecules 2025 dataset. Energies are from wB97M-V/def2-TZVPD.

Properties
LUMO energy = -0.586 eV
Maximum force = 5.0 eV Å⁻¹
HOMO level = -0.360 hartree
Gap between HOMO and LUMO = 9.20 eV
E = -1073.82535 Ha
Relative energy (zero: lowest compared OMol25 entry of this formula, charge and spin) = 2.007 eV

Cartesian coordinates (Å):
O 0.90 -2.01 0.08
C 0.58 -0.75 -0.17
N -0.12 -0.47 -1.39
N -1.18 0.11 -1.40
C -1.79 0.53 -0.20
O -2.44 1.76 -0.23
C -3.01 -0.40 0.12
F -2.87 -1.73 0.15
F -3.58 0.10 1.19
F -3.90 -0.14 -0.93
S -0.59 0.36 1.17
H 0.13 -2.55 -0.12
H 1.59 -0.17 -0.17
H -1.77 2.42 -0.35

***

Here is an isolated molecule of C18H17F2NO6 from the Open Molecules 2025 dataset. Energies are from wB97M-V/def2-TZVPD.

Properties
LUMO energy = -0.356 eV
Maximum force = 1.5 eV Å⁻¹
HOMO level = -0.319 hartree
Gap between HOMO and LUMO = 8.33 eV
E = -1402.02412 Ha
Relative energy (zero: lowest compared OMol25 entry of this formula, charge and spin) = 0.903 eV

Cartesian coordinates (Å):
C -1.53 -2.20 5.50
O -1.75 -1.63 4.22
C -0.89 -0.75 3.68
C -1.26 -0.30 2.41
C -0.52 0.63 1.68
C -0.99 1.02 0.37
C -0.42 1.91 -0.45
C -0.95 2.25 -1.78
O -0.44 3.06 -2.52
O -2.07 1.56 -2.09
C -2.63 1.80 -3.37
C -2.11 0.84 -4.45
O -2.41 0.99 -5.62
N -1.35 -0.16 -3.98
C -0.62 -1.07 -4.85
C 0.85 -0.91 -4.66
C 1.69 -1.35 -3.68
C 2.97 -0.83 -3.98
C 2.81 -0.11 -5.12
O 1.54 -0.15 -5.53
C 0.64 1.14 2.27
C 1.03 0.72 3.52
C 0.29 -0.23 4.22
O 0.73 -0.60 5.52
C 1.85 -1.32 5.60
F 2.96 -0.68 5.15
F 1.79 -2.46 4.85
H -0.66 -2.85 5.50
H -1.43 -1.43 6.27
H -2.42 -2.79 5.70
H -2.17 -0.72 2.00
H -1.90 0.53 0.04
H 0.48 2.45 -0.20
H -2.41 2.82 -3.70
H -3.71 1.67 -3.28
H -1.13 -0.19 -3.00
H -0.92 -2.10 -4.63
H -0.90 -0.81 -5.88
H 1.43 -1.98 -2.85
H 3.87 -0.98 -3.42
H 3.51 0.46 -5.70
H 1.24 1.87 1.75
H 1.92 1.11 3.97
H 2.02 -1.61 6.65

***

Here is a structure of composition C5H11NO from the Open Molecules 2025 dataset. Energies are from wB97M-V/def2-TZVPD.

Properties
LUMO energy = 1.104 eV
Maximum force = 0.6 eV Å⁻¹
HOMO level = -0.270 hartree
Gap between HOMO and LUMO = 8.44 eV
E = -326.93769 Ha
Relative energy (zero: lowest compared OMol25 entry of this formula, charge and spin) = 5.270 eV

Cartesian coordinates (Å):
C 2.68 0.62 0.12
O 1.48 0.98 -0.53
C 0.68 -0.14 -0.80
C -0.09 -0.79 0.32
N -1.30 -0.54 -0.24
C -2.54 -0.54 0.20
C -0.71 0.27 -1.32
H 3.26 1.53 0.27
H 3.28 -0.08 -0.49
H 2.48 0.16 1.10
H 1.23 -0.84 -1.45
H 0.11 -1.54 1.07
H -0.85 0.46 1.68
H -1.63 0.56 1.68
H -2.80 -1.23 1.00
H -3.30 -0.05 -0.38
H -0.93 1.34 -1.19
H -0.99 -0.08 -2.32

***

Here is the ion C5H10N with charge +1 from the Open Molecules 2025 dataset. Energies are from wB97M-V/def2-TZVPD.

Properties
Total charge = +1
LUMO energy = -4.060 eV
Maximum force = 5.6 eV Å⁻¹
HOMO level = -0.459 hartree
Gap between HOMO and LUMO = 8.43 eV
E = -250.86771 Ha
Relative energy (zero: lowest compared OMol25 entry of this formula, charge and spin) = 3.744 eV

Cartesian coordinates (Å):
C 0.88 -1.49 0.36
C -0.34 0.45 1.15
C -0.04 -1.05 1.42
C -0.28 -1.12 -0.63
C -0.65 0.31 -0.36
N 0.26 1.42 -1.19
H 1.70 -0.86 0.08
H 1.26 -2.43 0.32
H -1.23 0.83 1.67
H 0.58 0.93 1.21
H -0.79 -1.76 1.96
H -0.87 -1.81 -1.13
H -1.64 0.32 -0.64
H -0.35 2.19 -1.52
H 0.75 1.26 -2.00
H 0.93 1.88 -0.46

***

Here is a structure of composition C16H22F4InN4O2S5Sb from the Open Molecules 2025 dataset. Energies are from wB97M-V/def2-TZVPD.

Properties
Total charge = -2
LUMO energy = 4.413 eV
Maximum force = 0.3 eV Å⁻¹
HOMO level = -0.047 hartree
Gap between HOMO and LUMO = 5.70 eV
E = -3813.40055 Ha
Relative energy (zero: lowest compared OMol25 entry of this formula, charge and spin) = 0.239 eV

Cartesian coordinates (Å):
In 0.55 0.29 0.70
C 3.53 -0.64 1.98
N 2.48 -1.21 1.15
C 3.05 -1.68 -0.11
C 1.79 -2.27 1.88
C 0.62 -2.87 1.10
N -0.02 -1.90 0.21
C -1.11 -2.32 -0.45
C -1.72 -1.47 -1.42
F -1.14 -0.28 -1.67
C -2.84 -1.80 -2.13
F -3.33 -0.88 -3.02
C -3.48 -3.02 -2.01
C -2.90 -3.89 -1.11
F -3.46 -5.11 -0.92
C -1.79 -3.58 -0.36
F -1.38 -4.55 0.50
H 4.30 -1.40 2.19
H 3.13 -0.25 2.91
H 4.00 0.19 1.45
H 3.78 -2.48 0.08
H 3.55 -0.84 -0.60
H 2.27 -2.04 -0.77
H 1.43 -1.83 2.80
H 2.49 -3.08 2.15
H -0.07 -3.27 1.85
H 0.98 -3.71 0.51
H -4.37 -3.28 -2.57
S 2.39 4.74 -1.14
Sb 3.09 2.66 -0.39
S 1.54 1.07 -1.46
S 1.84 2.41 1.77
S 3.26 2.51 3.26
S -1.60 1.99 0.69
C -1.61 2.68 -0.90
N -0.86 3.70 -1.24
C -0.76 4.18 -2.61
C -1.00 3.02 -3.56
C -2.35 2.40 -3.24
N -2.46 2.17 -1.81
H -0.11 4.00 -0.62
H 0.24 4.60 -2.71
H -1.49 4.97 -2.78
H -0.21 2.28 -3.41
H -0.98 3.36 -4.60
H -2.48 1.44 -3.75
H -3.16 3.07 -3.57
H -2.90 1.32 -1.50
C 0.36 0.39 4.52
C -0.73 -0.29 3.71
O -1.67 -0.80 4.31
O -0.59 -0.35 2.43
H -0.10 1.02 5.28
H 1.05 0.99 3.93
H 0.94 -0.38 5.04